Record 1
A single C4H4O2S molecule at a distorted geometry. Source: OMol25; level of theory: wB97M-V/def2-TZVPD.

Atoms and positions in Å:
C (0.229, 0.042, 0.059)
H (1.333, 1.892, -0.379)
H (-0.518, -1.854, 0.697)
O (-1.036, 2.003, 0.352)
H (1.351, -1.685, 0.402)
C (0.350, -1.240, 0.385)
C (-1.043, 0.814, 0.080)
C (1.471, 0.836, -0.245)
S (-2.597, 0.013, -0.273)
O (2.567, 0.319, -0.336)
H (-2.107, -1.141, -0.741)

Output
* HOMO: -0.3729 Eh
* SMILES: C=C(C=O)C(=O)S
* spin multiplicity: 1
* relative energy (zero: lowest compared OMol25 entry of this formula, charge and spin): 26.5 kcal/mol
* total charge: 0
* LUMO level: -0.7 eV

Record 2
A molecular structure, C4H4O2Sr at a distorted geometry. Source: OMol25; level of theory: wB97M-V/def2-TZVPD.

Atoms and positions in Å:
C (2.433, -0.795, -0.166)
H (3.270, -0.981, -0.860)
O (2.413, -1.148, 1.011)
H (-1.070, 1.353, 0.640)
C (-0.343, 0.122, 0.332)
C (-1.553, 0.411, -0.264)
C (1.404, 0.192, -0.345)
Sr (-5.293, 0.281, -0.646)
H (-0.313, -0.631, 1.126)
O (-2.674, -0.025, -0.289)
H (1.727, 1.222, -0.539)

Output
* expectation value of S²: 1.77
* HOMO (alpha / beta): -0.3469 / -0.4558 Eh
* spin multiplicity: 2
* relative energy (zero: lowest compared OMol25 entry of this formula, charge and spin): 121.9 kcal/mol
* total charge: +1
* LUMO level (alpha / beta): -4.2 / -4.2 eV

Record 3
A molecular structure, C4H4O2Tl at a distorted geometry. Source: OMol25; level of theory: wB97M-V/def2-TZVPD.

Atoms and positions in Å:
C (-0.177, 0.048, 1.217)
H (0.811, 0.057, 1.683)
O (-0.213, 0.892, 0.114)
H (-0.104, -0.649, -1.664)
C (1.639, 0.457, -1.449)
O (2.604, 0.905, -1.898)
H (-1.919, -0.966, 0.583)
C (-0.942, -1.055, 1.063)
C (0.435, 0.065, -1.041)
Tl (-1.576, 2.220, -0.113)
H (-0.559, -1.975, 1.505)

Output
* HOMO (alpha / beta): -0.9226 / -0.9063 Eh
* spin multiplicity: 1
* relative energy (zero: lowest compared OMol25 entry of this formula, charge and spin): 54.2 kcal/mol
* total charge: +3
* LUMO level (alpha / beta): -18.6 / -19.4 eV

Record 4
A single C4H4O3 molecule. Source: OMol25; level of theory: wB97M-V/def2-TZVPD.

Atoms and positions in Å:
C (-0.304, 1.063, -0.489)
O (-1.657, -1.114, -0.120)
O (1.081, 1.361, -0.475)
H (-0.800, 1.565, -1.317)
C (-0.772, -0.121, 0.164)
H (-0.870, -1.462, 1.827)
O (-1.019, 1.128, 0.737)
H (0.224, -2.084, 0.456)
C (-0.541, -1.389, 0.793)
C (1.817, 0.311, -0.777)
H (2.842, 0.742, -0.800)

Output
* HOMO: -0.3415 Eh
* spin multiplicity: 1
* relative energy (zero: lowest compared OMol25 entry of this formula, charge and spin): 139.2 kcal/mol
* total charge: 0
* LUMO level: 0.2 eV

Record 5
A single C4H4O3 molecule. Source: OMol25; level of theory: wB97M-V/def2-TZVPD.

Atoms and positions in Å:
H (1.529, -0.709, 1.196)
C (1.080, 0.032, -0.791)
H (-1.228, -0.554, 1.706)
O (1.776, -0.967, -0.784)
O (0.775, -0.937, 1.778)
C (-0.192, 0.119, -0.062)
C (-1.326, 0.710, -0.756)
H (1.403, 0.926, -1.353)
C (-0.291, -0.469, 1.156)
O (-2.419, 0.904, -0.269)
H (-1.107, 0.945, -1.821)

Output
* HOMO: -0.3673 Eh
* SMILES: O=CC(C=O)=CO
* spin multiplicity: 1
* relative energy (zero: lowest compared OMol25 entry of this formula, charge and spin): 33.2 kcal/mol
* total charge: 0
* LUMO level: -0.4 eV

Record 6
A single C4H4O3 molecule. Source: OMol25; level of theory: wB97M-V/def2-TZVPD.

Atoms and positions in Å:
C (-1.277, -0.063, 0.968)
H (1.472, -1.603, -1.037)
C (-0.324, 1.039, 0.494)
C (1.420, -0.526, -0.891)
O (0.573, 0.167, -1.832)
H (-0.888, -0.590, 1.847)
H (2.337, -0.013, -0.614)
O (-0.087, 2.176, 0.766)
C (0.113, 0.022, -0.553)
H (-2.334, 0.179, 1.096)
O (-1.003, -0.788, -0.245)

Output
* HOMO: -0.3767 Eh
* SMILES: O=C1COC12CO2
* spin multiplicity: 1
* relative energy (zero: lowest compared OMol25 entry of this formula, charge and spin): 61.8 kcal/mol
* total charge: 0
* LUMO level: 0.7 eV